[1]
Computed, not measured: a gas-phase ion, C5H10ClN4 (charge +1) in a non-equilibrium geometry, with ωB97M-V/def2-TZVPD.

As for the energy above the lowest of the compared OMol25 structures with the same formula, charge and spin: 142.6 kJ/mol. For the strongest force on any atom, the calculation gives 5.4 eV/Å. As for the charge: +1. The SMILES is C/C(=C/N)N/C=N/C(=[NH2+])Cl. The HOMO-LUMO gap (alpha / beta) comes out at 7.499 / 7.500 eV. The value obtained for the LUMO energy (alpha / beta) is -4.2 / -4.2 eV. As for the HOMO energy (alpha / beta): -0.4284 / -0.4284 Ha.

Last column: Löwdin charge in e.
Geometry (Å):
C: -0.309 1.681 -0.030  -0.103
C: 1.370 2.309 1.582  -0.747
C: 0.373 -1.250 -0.494  -0.100
C: -0.836 -0.584 -0.702  -0.284
C: -2.148 -1.282 -1.098  -0.038
N: 0.780 1.436 0.835  0.063
N: -0.937 0.791 -0.681  0.081
N: 1.579 -0.660 -0.669  0.069
N: 2.364 1.903 2.401  0.113
Cl: 0.897 3.975 1.987  0.713
H: -0.537 2.742 -0.368  0.163
H: 0.250 -2.319 -0.301  0.138
H: -3.052 -0.746 -0.694  0.093
H: -2.354 -2.298 -0.755  0.085
H: -2.245 -1.277 -2.174  0.074
H: -1.534 1.209 -1.408  0.190
H: 1.654 0.302 -0.950  0.079
H: 2.440 -1.301 -0.875  0.171
H: 2.867 2.631 2.875  0.091
H: 2.805 0.966 2.395  0.149

[2]
Computed, not measured: a gas-phase ion, C5H10ClN4O2S (charge +1) in a non-equilibrium geometry, with ωB97M-V/def2-TZVPD.

As for the energy above the lowest of the compared OMol25 structures with the same formula, charge and spin: 173.2 kJ/mol. For the strongest force on any atom, the calculation gives 4.9 eV/Å. As for the charge: +1. The SMILES is Cc1cc(Cl)[n+](C)n1S(=O)(=O)NN. The HOMO-LUMO gap comes out at 10.157 eV. The value obtained for the LUMO energy is -3.9 eV. As for the HOMO energy: -0.5165 Ha.

Last column: Löwdin charge in e.
Geometry (Å):
C: -1.847 -1.629 0.218  0.055
C: -2.518 -0.383 -0.071  -0.571
C: -0.509 -1.388 0.187  -0.167
C: 0.699 -2.231 0.366  0.029
C: -1.698 2.003 -0.349  0.028
N: -0.348 -0.001 -0.024  -0.052
N: 3.100 0.092 -0.629  0.035
N: 2.360 0.322 0.630  -0.131
N: -1.558 0.530 -0.192  -0.130
O: 1.022 1.806 -0.972  -0.246
O: 0.610 1.791 1.486  -0.204
S: 0.915 1.153 0.288  0.688
Cl: -4.166 0.058 -0.153  0.839
H: -2.457 -2.451 0.373  0.110
H: 0.265 -3.161 0.565  0.093
H: 1.305 -1.883 1.062  0.039
H: 1.172 -2.438 -0.515  0.074
H: -1.212 2.358 0.467  0.030
H: -1.057 2.462 -1.239  0.150
H: -2.806 2.119 -0.538  0.092
H: 3.128 -0.858 -0.946  0.077
H: 2.840 0.766 -1.313  0.053
H: 2.761 0.964 1.299  0.109

[3]
Computed, not measured: a single C5H10ClNO molecule in a non-equilibrium geometry, with ωB97M-V/def2-TZVPD.

As for the energy above the lowest of the compared OMol25 structures with the same formula, charge and spin: 368.1 kJ/mol. For the strongest force on any atom, the calculation gives 6.1 eV/Å. The SMILES is CN(CC=O)CCCl. The HOMO-LUMO gap comes out at 9.059 eV. The value obtained for the LUMO energy is 0.8 eV. As for the HOMO energy: -0.3046 Ha.

Last column: Löwdin charge in e.
Geometry (Å):
C: 0.247 -1.909 0.845  -0.001
C: -0.807 0.362 0.684  -0.336
C: -0.718 1.900 0.941  -0.445
C: 0.980 0.031 -0.924  -0.219
C: 0.167 -0.093 -2.208  -0.219
H: 1.238 -2.285 1.102  0.035
H: -0.392 -2.047 1.745  0.067
H: 0.017 -2.685 -0.192  0.147
H: -1.064 0.033 1.677  0.084
H: -1.549 0.195 -0.184  0.134
H: -0.308 2.299 -0.042  0.084
H: -1.609 2.281 1.282  0.038
H: 1.422 0.947 -0.675  0.092
H: 1.797 -0.740 -1.072  0.150
H: 0.492 0.697 -3.120  0.156
N: 0.354 -0.375 0.260  -0.238
O: -0.935 -0.641 -2.325  0.003
Cl: 0.668 2.029 2.205  0.469

[4]
Computed, not measured: 2 unconnected molecules or ions with the total composition C5H10F3N3 in a non-equilibrium geometry, with ωB97M-V/def2-TZVPD.

As for the energy above the lowest of the compared OMol25 structures with the same formula, charge and spin: 106.6 kJ/mol. For the strongest force on any atom, the calculation gives 6.6 eV/Å. The SMILES is CCCNC(F)(F)F.N=C=N. The HOMO-LUMO gap comes out at 10.884 eV. The value obtained for the LUMO energy is 0.7 eV. As for the HOMO energy: -0.3732 Ha.

Last column: Löwdin charge in e.
Geometry (Å):
C: -0.462 3.259 2.073  -0.351
C: -0.851 -0.869 -1.693  -0.108
C: 0.228 -0.107 -0.883  -0.232
C: 0.229 -0.727 0.533  -0.223
C: 1.169 -0.228 2.706  -0.732
N: 0.733 3.494 1.995  0.138
N: -1.610 2.754 1.979  0.148
N: 1.182 0.026 1.338  0.055
F: 1.938 0.579 3.459  0.135
F: 1.384 -1.489 2.891  0.189
F: -0.059 0.050 3.261  0.074
H: -0.790 -0.458 -2.787  0.112
H: -0.779 -1.855 -1.663  0.007
H: -1.785 -0.567 -1.200  0.076
H: -0.143 0.975 -0.657  0.140
H: 1.114 -0.267 -1.422  0.083
H: -0.748 -0.594 0.910  0.099
H: 0.616 -1.827 0.470  0.161
H: 1.267 4.414 2.049  0.116
H: -2.050 2.566 2.784  0.002
H: 0.996 1.048 1.232  0.111

[5]
Computed, not measured: a molecular structure, C5H10F4I2OSb, with ωB97M-V/def2-TZVPD.

For the strongest force on any atom, the calculation gives 0.6 eV/Å. As for the charge: -1. The HOMO-LUMO gap comes out at 7.299 eV. The value obtained for the LUMO energy is 2.6 eV. As for the HOMO energy: -0.1736 Ha.

Last column: Löwdin charge in e.
Geometry (Å):
C: 0.541 -2.766 -0.003  -0.239
C: -0.251 -1.692 -0.749  -0.932
I: -1.034 -2.554 -2.630  0.631
C: -1.298 -0.977 0.040  -0.969
I: -2.682 -2.316 1.007  0.694
Sb: -0.310 0.392 1.544  1.005
F: -2.186 0.963 2.004  -0.585
C: -0.473 2.013 0.033  -0.293
O: 0.780 2.735 -0.131  -0.049
C: 1.535 2.437 -1.171  -0.751
F: 1.155 3.107 -2.301  0.117
F: 2.797 2.799 -0.932  0.154
F: 1.542 1.132 -1.509  0.120
H: 0.619 -2.487 1.056  0.041
H: 0.055 -3.746 -0.055  0.040
H: 1.555 -2.848 -0.413  0.074
H: 0.437 -0.944 -1.155  0.028
H: -1.933 -0.361 -0.598  -0.002
H: -0.417 -0.851 2.750  -0.085
H: 0.293 1.579 2.673  -0.077
H: 1.302 -0.049 1.018  -0.056
H: -0.855 1.699 -0.946  0.071
H: -1.172 2.735 0.467  0.062

[6]
Computed, not measured: 2 unconnected molecules or ions with the total composition C5H10FN in a non-equilibrium geometry, with ωB97M-V/def2-TZVPD.

As for the energy above the lowest of the compared OMol25 structures with the same formula, charge and spin: 203.9 kJ/mol. For the strongest force on any atom, the calculation gives 1.3 eV/Å. The SMILES is CC1=N[C@@H]1C.CF. The HOMO-LUMO gap comes out at 10.219 eV. The value obtained for the LUMO energy is 0.9 eV. As for the HOMO energy: -0.3421 Ha.

Last column: Löwdin charge in e.
Geometry (Å):
C: 0.764 -0.975 0.106  -0.318
C: -0.303 -0.179 -0.474  -0.362
C: 0.453 -2.104 1.059  -0.075
C: 1.348 2.702 -0.655  -0.112
C: -1.412 0.750 -0.261  -0.026
N: 0.179 -1.023 -1.272  0.190
F: 1.503 1.669 -1.528  -0.091
H: 1.762 -0.558 0.181  0.109
H: -0.568 -2.448 0.906  0.073
H: 0.561 -1.770 2.090  0.068
H: 1.125 -2.942 0.896  0.067
H: 0.754 2.366 0.191  0.059
H: 0.851 3.522 -1.183  0.086
H: 2.342 3.007 -0.324  0.083
H: -1.233 1.423 0.576  0.073
H: -2.301 0.159 -0.034  0.090
H: -1.608 1.317 -1.169  0.088

Q: Which total energy values were calculated for the entries above? A: -875.4675 -1424.0212 -786.5722 -660.3409 -1506.8444 -351.0481, in Eh.